35
Properties=species:S:1:pos:R:3:lowdin_charge:R:1 method="wB97M-V/def2-TZVPD" smiles=CCc1nc2c3cnn(-c4cc(Cl)ccc4C)c3ncn2n1 homo_energy_ev=-8.72 homo_lumo_gap_ev=8.661 mol_weight_g_mol=312.8
C -2.349 -5.803 1.025 -0.10
C -3.197 -4.561 0.729 -0.18
C -2.351 -3.292 0.824 -0.32
N -1.778 -2.714 -0.316 0.18
C -1.152 -1.705 0.157 -0.25
C -0.278 -0.698 -0.487 -0.08
C 0.167 -0.588 -1.820 -0.05
N 0.955 0.477 -1.971 0.12
N 0.940 1.094 -0.752 -0.01
C 1.585 2.331 -0.464 -0.11
C 2.047 2.541 0.833 -0.06
C 2.579 3.727 1.232 -0.65
Cl 3.168 3.946 2.876 0.65
C 2.676 4.771 0.309 -0.09
C 2.282 4.584 -1.028 -0.03
C 1.746 3.362 -1.442 -0.18
C 1.265 3.185 -2.881 -0.06
C 0.231 0.360 0.181 -0.21
N -0.070 0.476 1.538 0.14
C -0.795 -0.482 2.164 -0.04
N -1.328 -1.579 1.501 -0.03
N -2.109 -2.645 1.945 0.16
H -2.949 -6.697 0.736 0.08
H -1.432 -5.767 0.417 0.08
H -2.081 -5.851 2.057 0.06
H -3.622 -4.620 -0.284 0.11
H -3.998 -4.512 1.423 0.09
H -0.047 -1.312 -2.575 0.11
H 2.033 1.823 1.612 0.09
H 3.134 5.681 0.652 0.10
H 2.361 5.393 -1.747 0.11
H 2.013 2.618 -3.422 0.07
H 0.287 2.658 -2.881 0.08
H 1.101 4.142 -3.391 0.07
H -1.035 -0.342 3.250 0.14



36
Properties=species:S:1:pos:R:3:lowdin_charge:R:1 method="wB97M-V/def2-TZVPD" smiles="N=P(O)(O)c1c(COc2ccccc2)ccc2c1C(=O)NC2=O" homo_energy_ev=-8.88 homo_lumo_gap_ev=6.957 mol_weight_g_mol=332.3
N -3.526 -0.478 1.324 -0.18
P -2.024 0.036 1.117 0.70
O -2.058 0.881 -0.450 -0.26
O -1.726 1.180 2.446 -0.24
C -0.605 -1.158 1.101 -0.11
C 0.963 -0.640 0.831 -0.03
C 1.479 0.872 0.607 -0.22
O 0.547 1.972 0.598 -0.18
C 0.661 2.756 -0.676 -0.13
C 1.124 4.364 -0.677 0.02
C 1.186 5.204 -2.122 -0.06
C 0.814 4.533 -3.585 -0.08
C 0.409 2.945 -3.591 -0.07
C 0.347 2.126 -2.173 -0.02
C 2.208 -1.765 0.820 0.01
C 1.995 -3.381 1.026 0.03
C 0.479 -3.903 1.306 -0.01
C -0.743 -2.762 1.353 0.01
C -1.949 -3.748 1.706 -0.28
O -3.024 -3.810 2.471 0.03
N -1.621 -5.077 0.991 0.05
C -0.209 -5.365 1.551 -0.23
O 0.286 -6.505 2.040 0.02
H -3.429 -1.505 1.393 -0.05
H -2.071 0.212 -1.196 0.07
H -2.637 1.614 2.600 0.10
H 2.111 0.889 -0.406 0.15
H 2.290 1.098 1.455 0.16
H 1.415 4.944 0.302 0.09
H 1.510 6.334 -2.125 0.08
H 0.821 5.110 -4.608 0.08
H 0.162 2.393 -4.619 0.10
H 0.048 0.981 -2.227 0.09
H 3.342 -1.423 0.657 0.11
H 2.863 -4.176 1.008 0.11
H -1.436 -4.786 -0.016 0.14



41
Properties=species:S:1:pos:R:3:lowdin_charge:R:1 method="wB97M-V/def2-TZVPD" homo_energy_ev=-4.60 total_charge=-1 homo_lumo_gap_ev=6.042 mol_weight_g_mol=409.4
C 3.347 -3.408 -0.598 -0.09
C 2.740 -2.231 -1.309 -0.23
O 1.672 -1.745 -0.444 -0.03
C 0.883 -0.827 -1.057 -0.54
C 0.064 -0.109 -0.031 -0.21
S -1.460 0.598 -0.588 0.67
C -2.631 -0.767 -0.538 -0.26
C -2.898 -1.519 -1.686 -0.05
C -3.865 -2.524 -1.639 -0.09
C -4.573 -2.770 -0.461 -0.10
C -4.315 -1.995 0.674 -0.09
C -3.351 -0.987 0.637 -0.06
O -1.860 1.497 0.471 -0.33
O -1.426 1.033 -1.956 -0.31
O 0.905 -0.638 -2.262 0.05
H 4.205 -3.790 -1.151 0.07
H 3.674 -3.130 0.409 0.08
H 2.611 -4.212 -0.521 0.08
H 3.456 -1.412 -1.441 0.12
H 2.329 -2.518 -2.283 0.12
H -0.215 -0.762 0.800 0.10
H -2.360 -1.310 -2.608 0.12
H -4.070 -3.110 -2.535 0.10
H -5.335 -3.551 -0.429 0.10
H -4.873 -2.157 1.592 0.10
H -3.171 -0.353 1.503 0.11
O 0.119 0.578 3.173 0.06
N 0.123 1.827 3.194 -0.32
C 0.560 2.567 2.051 -0.13
C 1.069 1.936 0.929 0.06
C 1.805 2.757 0.122 -0.08
N 2.795 2.453 -0.815 -0.15
O 3.198 1.398 -1.265 0.09
O 3.406 3.673 -1.189 0.01
N 2.807 4.754 -0.508 0.12
C 1.909 4.179 0.336 -0.31
N 1.307 4.787 1.360 0.12
C 0.643 3.999 2.191 -0.03
O -0.216 2.492 4.205 0.01
H 0.834 0.835 0.611 0.01
H 0.158 4.460 3.056 0.12



43
Properties=species:S:1:pos:R:3:lowdin_charge:R:1 method="wB97M-V/def2-TZVPD" homo_energy_ev=-1.85 total_charge=-2 homo_lumo_gap_ev=5.417 mol_weight_g_mol=750.9
Pd 0.472 0.616 -0.982 0.25
S -1.558 3.380 -4.666 -0.24
As -1.480 1.911 -3.177 -0.56
S -0.618 2.568 -1.238 0.00
S 0.300 0.576 -3.267 -0.02
S -3.291 0.851 -2.841 -0.17
C 4.585 2.116 -4.793 -0.06
C 4.311 1.632 -3.394 -0.29
C 3.626 2.446 -2.497 -0.05
C 3.285 1.988 -1.238 -0.10
C 3.634 0.698 -0.860 -0.30
C 4.344 -0.117 -1.727 -0.06
C 4.678 0.354 -2.989 -0.05
S 3.025 0.035 0.682 0.54
O 4.142 -0.647 1.311 -0.35
O 2.444 1.141 1.405 -0.35
N 1.837 -0.923 0.230 -0.18
C 2.049 -2.154 -0.349 -0.42
C 3.048 -3.070 0.044 -0.05
C 3.135 -4.287 -0.599 -0.11
C 2.229 -4.607 -1.604 -0.12
C 1.262 -3.659 -1.902 -0.17
N 1.168 -2.479 -1.307 0.11
H 3.648 2.208 -5.347 0.08
H 5.232 1.422 -5.332 0.06
H 5.064 3.097 -4.787 0.07
H 3.301 3.432 -2.810 0.12
H 2.701 2.597 -0.563 0.09
H 4.610 -1.122 -1.423 0.11
H 5.206 -0.296 -3.679 0.10
H 3.728 -2.795 0.836 0.09
H 3.908 -4.991 -0.309 0.09
H 2.266 -5.551 -2.131 0.08
H 0.518 -3.851 -2.670 0.10
I -3.112 -2.752 3.393 0.74
C -2.440 -1.438 1.935 -0.78
C -3.134 -1.030 0.815 -0.17
N -2.321 -0.193 0.162 -0.02
N -1.148 -0.041 0.779 -0.02
C -1.197 -0.790 1.868 -0.21
H -4.114 -1.281 0.447 0.11
H -2.511 0.257 -0.752 -0.02
H -0.348 -0.852 2.528 0.10



39
Properties=species:S:1:pos:R:3:lowdin_charge:R:1 method="wB97M-V/def2-TZVPD" homo_energy_ev=-4.50 total_charge=-1 homo_lumo_gap_ev=7.001 mol_weight_g_mol=441.2
F -3.526 0.818 1.656 0.06
C -2.217 0.851 1.257 -0.78
F -1.849 2.143 1.032 0.07
F -1.464 0.371 2.277 0.11
S -2.036 0.006 -0.358 1.11
N 1.726 1.148 2.736 0.12
C 2.606 0.604 3.641 -0.56
O 2.373 -0.310 4.429 -0.04
C 3.987 1.285 3.535 -0.14
C 3.832 2.261 2.384 -0.14
C 2.407 1.981 1.870 -0.55
O 1.980 2.453 0.817 -0.04
H 4.268 1.820 4.447 0.10
H 4.758 0.537 3.326 0.10
H 3.944 3.288 2.750 0.10
H 4.573 2.107 1.596 0.10
C -4.845 -0.228 -2.788 -0.08
C -3.622 -1.102 -2.937 -0.23
O -3.669 -2.017 -1.782 -0.07
C -2.451 -2.388 -1.292 -0.49
C -2.218 -1.685 0.070 -0.45
C -1.047 -2.331 0.781 -0.25
C 0.151 -2.606 0.125 -0.02
C 1.073 -3.492 0.714 -0.09
C 0.751 -4.097 1.940 -0.69
Br 1.698 -5.613 2.546 0.71
C -0.359 -3.657 2.677 -0.11
C -1.249 -2.747 2.097 -0.02
O -1.682 -3.151 -1.829 0.15
H -4.980 0.406 -3.671 0.08
H -5.736 -0.855 -2.657 0.08
H -4.738 0.420 -1.907 0.07
H -3.651 -1.748 -3.825 0.12
H -2.689 -0.507 -2.913 0.10
H -3.142 -1.788 0.667 0.13
H 0.336 -2.190 -0.865 0.12
H 1.996 -3.749 0.205 0.10
H -0.546 -4.053 3.665 0.10
H -2.146 -2.405 2.617 0.12



40
Properties=species:S:1:pos:R:3:lowdin_charge:R:1 method="wB97M-V/def2-TZVPD" homo_energy_ev=-1.73 total_charge=-1 homo_lumo_gap_ev=2.941 mol_weight_g_mol=390.3
C 1.850 -2.248 3.404 -0.04
O 2.342 -1.474 2.217 -0.15
C 2.333 -0.157 2.232 -0.24
C 3.619 0.609 2.283 -0.50
O 3.689 1.788 1.976 0.02
O 4.627 -0.216 2.627 -0.07
C 5.966 0.302 2.726 -0.08
C 1.139 0.550 2.778 -0.51
O 1.201 1.457 3.579 0.04
O 0.031 -0.080 2.346 -0.08
C -1.248 0.480 2.641 -0.08
H 2.121 -3.266 3.153 0.07
H 2.396 -1.908 4.284 0.08
H 0.771 -2.107 3.477 0.07
H 6.596 -0.581 2.655 0.07
H 6.202 0.989 1.906 0.08
H 6.127 0.789 3.697 0.08
H -1.945 -0.343 2.486 0.07
H -1.310 0.854 3.671 0.08
H -1.470 1.284 1.932 0.08
F 2.032 2.327 -4.394 -0.01
C 0.895 1.926 -3.720 -0.60
F -0.187 2.627 -4.202 0.01
S 0.800 0.137 -3.948 1.09
N -0.804 -0.127 -3.419 -0.27
C -1.952 -0.139 -4.262 -0.38
O -1.975 -0.003 -5.470 0.10
C -3.091 -0.345 -3.313 -0.09
C -2.594 -0.415 -2.022 -0.09
C -3.428 -0.561 -0.922 0.02
C -4.809 -0.607 -1.150 -0.06
C -5.317 -0.541 -2.457 -0.07
C -4.459 -0.420 -3.561 0.00
C -1.117 -0.222 -2.040 -0.38
O -0.335 -0.133 -1.107 0.14
H 0.996 2.120 -2.647 0.13
H -2.982 -0.651 0.066 0.12
H -5.492 -0.708 -0.305 0.11
H -6.395 -0.594 -2.612 0.10
H -4.825 -0.392 -4.586 0.12